# 1
A molecular structure, C22H33N7O4PPdS2 in a non-equilibrium geometry, computed with ωB97M-V/def2-TZVPD.

Summary:
**Energy relative to the best compared isomer or geometry (same formula, charge and spin)**: 66.33 kcal per mole
**Multiplicity**: 2
**Max |F|**: 4.07 eV Å⁻¹
**E_HOMO (spin up / spin down)**: -11.992 / -11.995 eV
**Net charge**: +2
**Kohn-Sham gap (spin up / spin down)**: 3.550 / 3.743 eV

Geometry as XYZ:
```
70
Properties=species:S:1:pos:R:3:forces:R:3:nbo_charge:R:1
Pd 0.713517 -0.267109 0.849959 -0.5 1.5 -1.5 1.01
C -3.169283 -4.087109 3.570559 0.3 0.1 0.0 -0.63
C -1.658083 -4.151209 3.604859 -0.4 -0.6 0.0 -0.06
O -1.125583 -2.801009 3.655359 0.2 0.6 -0.1 -0.82
P -0.031283 -2.256509 2.694159 0.2 -1.3 0.5 1.71
S 0.379817 -0.360809 3.317459 0.1 -0.7 -2.3 -0.16
S -0.574883 -2.378709 0.707259 0.5 1.1 1.0 -0.37
O 1.182417 -3.266209 2.909759 -0.9 0.5 0.3 -0.82
C 2.372017 -3.247509 2.104359 0.5 0.3 -0.4 -0.07
C 3.603817 -3.401009 2.969459 -0.4 0.0 0.0 -0.63
H -3.561883 -5.100209 3.561259 -0.1 -0.1 0.0 0.24
H -3.511183 -3.571409 2.676459 -0.1 0.0 -0.1 0.21
H -3.546283 -3.563109 4.444759 -0.1 0.0 0.1 0.23
H -1.266383 -4.661309 2.720959 0.1 0.0 0.1 0.18
H -1.299983 -4.657209 4.502659 0.1 0.1 -0.1 0.22
H 2.420217 -2.296409 1.557759 0.1 -0.3 0.1 0.20
H 2.285217 -4.074809 1.391759 -0.1 0.1 0.0 0.17
H 3.655717 -2.601009 3.701259 0.0 0.1 0.1 0.23
H 4.478617 -3.337309 2.329859 0.2 0.0 -0.1 0.23
H 3.600317 -4.354709 3.488059 0.0 -0.1 0.1 0.23
N 0.936317 -0.238009 -1.599041 -0.4 0.0 1.3 -0.78
C 1.986517 -1.215009 -1.869541 1.0 -0.1 0.4 -0.18
C 2.674917 -1.060409 -3.230141 -0.2 -0.2 -0.1 -0.43
C 2.042217 -1.881809 -4.354541 0.1 0.0 0.2 -0.41
C 2.108017 -3.404809 -4.148441 -0.2 0.4 -0.1 -0.22
N 3.454117 -3.826209 -3.805741 0.3 0.0 -0.2 -0.56
C 3.943717 -4.075509 -2.593441 0.1 -0.3 0.0 0.71
N 5.262317 -4.098709 -2.417041 0.1 -0.1 0.0 -0.75
N 3.155617 -4.423609 -1.577041 0.0 0.0 -0.2 -0.76
C 3.081717 -1.175309 -0.731241 -0.4 -0.7 -1.1 0.79
O 4.088017 -1.838809 -0.914741 0.2 0.1 0.1 -0.67
O 2.797217 -0.510209 0.303159 -0.5 0.4 1.4 -0.78
H 0.061617 -0.483509 -2.057441 0.1 0.2 0.1 0.40
H 1.219617 0.690091 -1.912141 -0.1 -0.1 0.2 0.40
H 1.525317 -2.205409 -1.774041 0.0 0.1 0.0 0.20
H 3.721417 -1.346909 -3.109641 -0.1 0.1 0.0 0.24
H 2.665117 -0.005009 -3.512841 0.1 0.0 0.0 0.23
H 2.558017 -1.631409 -5.281941 -0.1 0.0 -0.1 0.23
H 0.996817 -1.603409 -4.475041 -0.1 0.0 -0.2 0.22
H 1.826017 -3.901109 -5.080841 -0.1 0.0 0.2 0.24
H 1.408017 -3.730209 -3.378441 0.0 -0.1 -0.1 0.19
H 4.131817 -3.648109 -4.534941 0.1 -0.1 0.2 0.42
H 5.889117 -3.770909 -3.134541 -0.1 0.0 0.1 0.42
H 5.643217 -4.148609 -1.485441 0.0 0.0 -0.1 0.43
H 2.155117 -4.465709 -1.668041 0.2 -0.1 0.0 0.42
H 3.565317 -4.541009 -0.666241 -0.1 0.1 0.0 0.43
N -2.585583 6.219391 0.099259 -0.2 0.3 0.3 -0.51
C -3.678383 7.041191 0.285959 -0.6 -1.6 0.1 0.20
C -3.909383 8.361891 0.041359 -1.3 1.8 0.1 -0.27
C -5.207483 8.858091 0.317959 1.8 -0.3 -0.6 -0.15
C -6.231083 8.032391 0.768959 -0.2 -0.8 0.5 -0.21
C -6.021983 6.686491 0.999759 0.6 0.1 -0.1 -0.17
C -4.730283 6.165591 0.737359 0.0 2.2 -0.6 0.08
N -4.290083 4.924691 0.784459 2.7 -2.1 0.1 -0.38
C -2.954683 4.948191 0.447559 -3.7 1.7 0.3 0.26
C -2.162583 3.802591 0.485359 1.5 -2.4 0.1 0.04
C -0.769583 3.759491 0.162059 -1.4 0.4 0.2 -0.24
C -0.095883 2.580291 0.271859 0.1 -1.0 0.2 0.03
N -0.691483 1.426791 0.660359 0.3 -0.4 0.4 -0.51
C -2.008183 1.437391 0.977259 0.7 -0.3 -0.1 0.06
C -2.760583 2.568591 0.898659 0.3 1.2 -0.4 -0.21
H -1.673383 6.522791 -0.190241 0.0 0.1 0.0 0.42
H -3.158283 9.017191 -0.368141 0.1 0.1 0.1 0.23
H -5.402083 9.908391 0.170159 0.0 0.1 -0.1 0.23
H -7.203283 8.456691 0.964359 -0.1 0.0 0.0 0.23
H -6.790883 6.044491 1.399759 -0.1 -0.1 -0.1 0.24
H -0.244183 4.642291 -0.166041 0.1 0.1 0.0 0.23
H 0.971017 2.514791 0.062259 -0.2 0.1 0.0 0.21
H -2.434883 0.495791 1.299559 0.0 0.0 0.0 0.22
H -3.810883 2.558791 1.141559 -0.1 0.0 0.1 0.28
```
Forces are in eV/Å.

=====

# 2
A molecular structure, C22H34AlN7O3P, computed with ωB97M-V/def2-TZVPD.

Summary:
**Max |F|**: 0.26 eV Å⁻¹
**E_HOMO**: -16.997 eV
**Net charge**: +3
**Kohn-Sham gap**: 9.259 eV

Geometry as XYZ:
```
68
Properties=species:S:1:pos:R:3:forces:R:3:nbo_charge:R:1
Al 0.156091 0.107086 -0.458761 0.1 0.1 0.2 1.97
C 2.744278 -0.368356 0.985712 0.0 0.0 -0.1 -0.27
N 1.798974 -1.115300 0.108162 0.0 0.0 0.1 -0.70
C 1.227876 -2.317946 0.772265 0.0 0.0 -0.1 -0.26
C 0.046039 -1.852462 1.553677 0.0 -0.1 0.0 0.43
N -0.612721 -0.777841 1.159537 0.0 0.1 0.0 -0.68
C -1.652207 -0.596803 2.089933 0.0 0.1 -0.1 0.06
C -2.642414 0.380959 2.205705 0.0 0.0 0.0 -0.23
C -3.528506 0.264031 3.255922 0.0 0.0 0.0 -0.16
C -3.446400 -0.791570 4.180549 0.0 0.0 0.0 -0.16
C -2.465971 -1.755029 4.088021 0.0 0.0 -0.1 -0.21
C -1.577915 -1.626139 3.026153 0.0 -0.1 0.1 0.17
N -0.476031 -2.397775 2.652982 -0.1 0.0 -0.1 -0.49
C 2.163609 0.966008 1.332771 0.1 -0.1 0.1 0.43
N 1.097007 1.454612 0.724695 -0.1 -0.1 -0.1 -0.67
C 0.880920 2.728139 1.293081 -0.1 -0.1 -0.1 0.07
C -0.067059 3.722734 1.040741 0.0 0.0 0.0 -0.24
C 0.003525 4.877262 1.792833 0.0 0.0 0.0 -0.15
C 0.992674 5.065145 2.772512 0.0 0.0 0.0 -0.16
C 1.944351 4.100960 3.022831 0.0 0.0 0.0 -0.22
C 1.857710 2.941612 2.261559 0.2 0.0 0.1 0.17
N 2.653791 1.796112 2.253837 -0.1 0.1 -0.1 -0.49
H 3.694516 -0.238438 0.462960 0.0 0.0 0.0 0.26
H 2.960585 -0.937433 1.891573 0.0 0.0 0.0 0.25
H 2.292177 -1.457066 -0.713474 -0.1 0.0 0.0 0.44
H 1.967116 -2.826532 1.392286 0.0 0.0 0.0 0.25
H 0.917817 -3.005891 -0.015642 0.0 0.0 0.0 0.26
H -2.725418 1.222891 1.533138 0.0 0.0 0.0 0.21
H -4.303915 1.006650 3.379645 0.0 0.0 0.0 0.25
H -4.166641 -0.843973 4.984288 0.0 0.0 0.0 0.26
H -2.399011 -2.566262 4.799114 0.0 0.0 0.0 0.25
H -0.145653 -3.230254 3.119398 0.0 0.0 0.0 0.46
H -0.824431 3.655624 0.271412 0.0 0.0 0.0 0.20
H -0.715984 5.664702 1.617287 0.0 0.0 0.0 0.25
H 1.012792 5.990360 3.330668 0.0 0.0 0.0 0.26
H 2.717148 4.244182 3.764631 0.0 0.0 0.0 0.26
H 3.469885 1.636549 2.826595 0.0 0.0 0.0 0.45
N 1.259224 0.889082 -2.029910 -0.1 0.0 0.1 -0.93
C 0.638291 1.719881 -3.126423 0.1 -0.1 0.0 -0.22
C -0.453736 2.630186 -2.610199 0.0 0.1 0.0 -0.45
C -1.686727 1.885081 -2.141641 -0.1 -0.1 0.1 -0.22
N -1.477121 1.212782 -0.810767 0.1 0.0 0.0 -0.95
H 1.929105 1.490575 -1.549382 0.0 0.0 0.0 0.42
H 1.831284 0.184862 -2.494924 0.0 0.0 0.0 0.41
H 0.240798 1.020883 -3.861563 0.0 0.0 0.0 0.23
H 1.430383 2.292311 -3.607518 0.0 0.0 0.0 0.24
H -0.752456 3.285344 -3.429898 0.0 0.0 0.0 0.28
H -0.074748 3.295040 -1.826854 0.0 0.0 0.0 0.23
H -1.958872 1.103513 -2.853085 0.0 0.0 0.0 0.22
H -2.542663 2.553344 -2.052275 0.0 0.0 0.0 0.24
H -2.314169 0.662575 -0.620194 0.0 0.0 0.0 0.42
H -1.488755 1.933262 -0.088300 0.0 0.0 0.0 0.42
C -0.693758 -4.461339 -3.142203 0.0 0.1 0.0 -0.26
O -0.633905 -3.074773 -3.590081 0.0 -0.1 0.0 -0.83
P 0.257491 -1.870532 -3.154790 -0.1 0.2 -0.1 1.70
O -0.502167 -1.364465 -1.604537 0.1 0.0 -0.1 -0.94
C -1.783763 -2.001794 -1.294035 0.0 0.0 -0.1 -0.25
O 1.542880 -2.519300 -2.395630 0.1 0.0 0.1 -0.88
C 2.523201 -3.173478 -3.271113 0.0 0.0 0.0 -0.27
H -0.365221 -5.078278 -3.973134 0.0 0.0 0.0 0.24
H -1.730803 -4.677057 -2.903721 0.0 0.0 0.0 0.22
H -0.050822 -4.603663 -2.275260 0.0 0.0 0.0 0.18
H -2.309255 -1.390154 -0.567544 0.0 -0.1 0.0 0.20
H -1.601719 -2.985798 -0.867753 0.0 0.0 0.0 0.21
H -2.374534 -2.085029 -2.202495 0.0 0.0 0.0 0.23
H 3.470400 -3.173738 -2.741611 0.0 0.0 0.0 0.22
H 2.622777 -2.626641 -4.208848 0.0 0.0 0.0 0.21
H 2.200756 -4.193228 -3.462909 0.0 0.0 0.0 0.22
```
Forces are in eV/Å.

=====

# 3
A molecular structure, C22H34AsCoO6SSi2 in a non-equilibrium geometry, computed with ωB97M-V/def2-TZVPD.

Summary:
**Multiplicity**: 2
**Max |F|**: 2.04 eV Å⁻¹
**E_HOMO (spin up / spin down)**: -4.208 / -4.336 eV
**Net charge**: -1
**Kohn-Sham gap (spin up / spin down)**: 6.560 / 6.744 eV

Geometry as XYZ:
```
67
Properties=species:S:1:pos:R:3:forces:R:3:nbo_charge:R:1
Co -0.742158 0.005382 -0.275506 0.2 1.3 -0.5 1.11
C 5.795742 -0.982718 -2.614706 0.2 0.3 0.1 -0.25
O 5.047942 -2.161318 -2.735506 -1.0 -0.4 0.1 -0.50
C 3.696842 -2.114718 -2.445906 0.4 0.6 0.2 0.34
C 2.959042 -3.226518 -2.870506 -0.3 -0.5 -0.1 -0.35
C 1.611042 -3.269818 -2.617306 0.4 -0.1 -0.1 -0.11
C 0.931142 -2.204218 -2.011206 0.1 0.4 0.5 -0.36
C -0.477858 -2.271618 -1.761006 -0.7 0.6 -0.3 0.63
C -1.129558 -3.631818 -1.608106 -0.1 0.2 -0.3 -0.71
O -1.214158 -1.247218 -1.650406 0.5 -1.7 0.3 -0.65
C 1.677442 -1.049718 -1.582206 -0.7 0.6 0.2 0.46
O 1.143142 -0.047718 -0.982406 0.8 -0.6 -0.2 -0.79
C 3.078342 -1.075618 -1.784106 0.8 0.0 -0.4 -0.37
H 6.744342 -1.182418 -3.116606 -0.1 0.1 0.1 0.19
H 5.989742 -0.716718 -1.568406 0.0 0.0 -0.1 0.17
H 5.295942 -0.140218 -3.101406 0.0 0.0 0.0 0.18
H 3.463442 -4.027218 -3.390006 0.0 0.0 0.0 0.22
H 1.041542 -4.124818 -2.950306 0.0 -0.1 0.0 0.20
H -1.484658 -3.998518 -2.574506 0.0 0.0 0.0 0.23
H -1.983058 -3.527718 -0.941906 0.0 0.0 0.0 0.25
H -0.425158 -4.353418 -1.201206 0.0 0.0 0.0 0.22
H 3.645642 -0.235618 -1.409306 -0.1 0.1 0.0 0.22
C 5.543742 -1.580118 2.017594 -0.1 0.0 -0.1 -0.62
C 4.078342 -1.262718 2.074094 0.0 -0.1 0.0 -0.02
C 3.624242 -0.125318 2.732494 -0.1 0.0 0.0 -0.22
C 2.275642 0.181382 2.756294 0.1 0.2 0.1 -0.16
C 1.369142 -0.657618 2.140894 -0.4 0.0 -0.1 -0.35
C 1.799542 -1.801018 1.500094 -0.1 -0.1 0.0 -0.12
C 3.153542 -2.092818 1.451694 -0.1 0.1 0.1 -0.23
S -0.358458 -0.188818 2.189194 0.0 -0.4 2.0 2.38
O -1.111858 -1.214618 1.444394 0.3 -0.3 0.0 -1.03
O -0.712158 -0.086818 3.584094 0.2 0.0 -0.3 -0.96
O -0.450558 1.095982 1.468594 0.3 -0.3 -0.8 -0.97
H 6.065742 -1.184518 2.887694 0.1 0.0 0.0 0.21
H 5.981542 -1.133318 1.125194 0.1 0.0 -0.1 0.21
H 5.698042 -2.655018 1.956794 0.1 -0.1 0.0 0.21
H 4.335942 0.522382 3.225294 0.0 0.1 0.0 0.20
H 1.907442 1.070482 3.243094 0.0 0.1 0.1 0.23
H 1.073442 -2.455818 1.042694 -0.1 0.0 -0.1 0.22
H 3.491842 -2.964418 0.906794 0.0 -0.1 0.0 0.21
C -2.932258 3.877682 1.877894 0.2 -0.5 -0.6 -1.10
Si -2.121958 3.569782 0.157194 -0.1 1.2 0.1 1.33
C -0.308358 4.153882 0.371294 -0.5 -0.5 -0.2 -1.10
C -2.977058 4.853282 -1.016406 0.3 -0.7 0.3 -1.10
As -2.298358 1.559882 -1.043206 -0.7 0.2 0.1 -0.62
Si -4.158358 0.626882 0.014194 -1.3 0.1 0.0 1.33
C -4.195758 0.189182 1.881694 0.4 0.2 -0.6 -1.11
C -5.654258 1.820382 -0.284406 0.6 -0.3 0.1 -1.10
C -4.643858 -0.969118 -0.944406 0.5 0.5 0.2 -1.10
H -2.763358 4.895982 2.218094 0.1 0.2 -0.1 0.22
H -2.502658 3.207082 2.614394 0.1 -0.2 0.2 0.24
H -4.004858 3.712682 1.865794 -0.2 -0.1 -0.1 0.22
H -0.214958 5.199882 0.652094 -0.2 0.2 0.0 0.21
H 0.255042 3.993482 -0.543506 0.1 0.0 -0.2 0.23
H 0.154742 3.550382 1.144394 0.1 -0.1 0.2 0.24
H -2.942858 5.879482 -0.666106 0.1 0.2 0.2 0.21
H -4.019058 4.579782 -1.153406 -0.2 -0.1 0.0 0.22
H -2.503658 4.807982 -1.993806 0.1 0.0 -0.2 0.22
H -4.194958 1.076282 2.508294 0.0 0.2 0.0 0.23
H -3.309958 -0.386118 2.137094 0.1 -0.1 0.1 0.25
H -5.070258 -0.404918 2.138394 -0.2 -0.1 -0.1 0.22
H -5.555058 2.730982 0.297694 0.0 0.2 0.2 0.22
H -6.607658 1.364982 -0.033506 -0.2 -0.2 0.1 0.21
H -5.679458 2.109682 -1.332306 0.0 0.0 -0.2 0.23
H -4.320858 -1.848818 -0.400106 0.1 -0.3 0.2 0.22
H -4.146158 -0.981518 -1.910206 0.1 0.0 -0.2 0.24
H -5.713658 -1.052118 -1.111606 -0.2 0.1 0.1 0.22
```
Forces are in eV/Å.

=====

- The lowest max |F| belongs to which entry?
  C22H34AlN7O3P

=====

- Look up the net charge of the first one.
  +2

=====

- Number 1 is which compound?
  C22H33N7O4PPdS2